Entry 1:
9
Properties=species:S:1:pos:R:3:forces:R:3 method="wB97M-V/def2-TZVPD" e_homo_ha=-0.1250 e_lumo_ev=4.322 total_energy_ev=-7720.113 charge=-1 multiplicity=1 relative_energy_kcal_mol=126.81
C -1.226355 0.017792 -0.152686 -2.414 2.638 -0.502
C -0.220592 -0.800568 0.631039 1.496 -0.018 1.966
N -1.205922 -1.363872 0.104893 -0.840 -0.732 -1.238
O -1.801021 -2.450720 -0.280575 0.109 0.187 0.270
O 1.343515 2.043286 1.670258 0.581 -0.709 1.142
H -2.109642 0.720258 0.186479 1.394 -1.472 0.352
H -0.922712 0.458434 -1.094444 0.300 -0.405 -0.724
H 0.722521 2.303167 1.018936 -0.892 0.494 -1.100
H 1.024517 1.144093 1.870923 0.266 0.016 -0.165


Entry 2:
18
Properties=species:S:1:pos:R:3:forces:R:3 method="wB97M-V/def2-TZVPD" e_homo_ha=-0.3228 e_lumo_ev=0.804 total_energy_ev=-8899.150 multiplicity=1 relative_energy_kcal_mol=58.73 smiles="C=NC(=C)CC.O"
C 2.055733 -0.724767 -0.768093 0.826 -0.375 0.035
C 1.370152 0.284172 0.140178 0.049 -0.513 -0.089
C -0.072539 0.624030 -0.184448 0.205 1.124 -0.514
C -0.440199 0.978199 -1.421250 0.549 0.261 -0.227
C -0.740692 1.762045 1.763296 -0.463 0.515 0.061
N -0.922959 0.869769 0.901190 0.094 -0.538 0.273
H 3.144480 -0.611089 -0.714487 -0.102 0.185 0.064
H 1.892490 -1.739519 -0.411006 -0.354 -0.102 -0.143
H 1.819695 -0.681852 -1.828687 -0.322 0.164 0.054
H 1.885652 1.245385 0.080175 0.054 -0.014 0.067
H 1.497678 -0.068754 1.165562 -0.297 0.077 0.046
H 0.184240 0.743536 -2.279043 0.117 0.059 0.278
H -1.175301 1.752121 -1.613335 -0.681 -0.698 0.146
H -1.464169 1.830691 2.572711 0.086 -0.026 0.110
H 0.009025 2.558385 1.726122 0.252 -0.196 -0.138
H -1.491903 -3.290829 0.482910 0.080 0.173 0.254
H -1.189850 -1.947869 -0.254496 -0.131 -0.211 0.189
O -1.513232 -2.852196 -0.367216 0.038 0.115 -0.465


Entry 3:
86
Properties=species:S:1:pos:R:3:forces:R:3 method="wB97M-V/def2-TZVPD" e_homo_ha="-0.4182 / -0.4182" e_lumo_ev="-9.616 / -9.695" total_energy_ev=-89252.588 charge=+2 multiplicity=2 s2=0.82
V 0.058497 0.421494 -0.434542 -4.926 1.003 1.509
C 1.906772 0.910773 1.005647 1.234 2.511 -0.363
C 1.741507 1.810797 -0.067778 1.315 -0.597 2.232
C 2.370874 1.773059 -1.445172 0.819 0.563 -0.496
C 1.699666 0.988617 -2.596184 -0.454 0.556 0.072
C 1.100076 -0.316755 -2.214292 1.722 -2.728 0.584
C 1.519584 -1.116286 -1.118178 -0.053 0.062 -2.742
C 2.820616 -0.967118 -0.411561 1.219 0.087 0.767
C 2.762115 -0.295605 0.982346 -0.104 -1.206 -0.411
C -1.383354 -1.049427 -0.793218 0.818 -0.360 0.456
H 1.711115 1.303543 2.017678 -0.389 -0.222 -0.656
H 1.430679 2.828819 0.212313 -0.609 -0.557 0.041
H 3.427126 1.462359 -1.392038 -0.487 0.099 0.270
H 2.408338 2.818408 -1.798169 -0.109 -0.388 0.322
H 0.931369 1.607944 -3.096594 0.239 -0.187 0.096
H 2.482577 0.846306 -3.366144 -0.360 -0.193 0.115
H 0.479344 -0.802212 -2.975018 -0.393 0.300 0.508
H 1.115605 -2.132353 -1.081596 -0.252 0.473 0.075
H 3.561227 -0.441458 -1.034890 -0.402 -0.366 0.166
H 3.217452 -1.981650 -0.240722 -0.151 0.334 -0.239
H 2.427671 -1.035076 1.730057 0.042 0.385 -0.165
H 3.797928 -0.031961 1.257967 -0.385 0.190 0.129
H -1.894365 -1.414380 0.117422 0.153 0.154 -0.842
H -1.009845 -1.860564 -1.445096 -0.533 0.423 0.361
H -2.013091 -0.318375 -1.355454 0.224 -0.015 0.141
P 3.608752 2.151889 -7.196705 1.357 -1.263 -3.331
P 3.933068 4.626117 -5.158245 2.116 2.820 -0.003
N 4.432154 0.595849 -7.385461 0.214 -0.338 0.664
N 3.155407 2.265191 -8.952993 -0.440 0.878 0.794
N 5.292636 4.343062 -4.096332 0.115 -1.273 0.104
N 3.972631 6.418305 -4.981035 -0.743 -0.011 -0.364
C 5.148909 3.204394 -7.302402 0.093 0.315 0.356
C 4.898329 4.620007 -6.758909 -0.536 -0.263 -0.324
C 4.327622 -0.442901 -6.446192 0.745 0.058 -0.965
C 5.209575 -1.450323 -6.805785 -0.431 0.833 -0.084
C 5.889740 -1.028983 -7.996851 -0.851 1.108 0.375
C 5.410091 0.233984 -8.320425 -0.120 -0.835 0.912
C 1.829123 2.397574 -9.374941 0.213 0.099 -0.538
C 1.806179 2.607548 -10.746341 0.185 -0.203 0.872
C 3.162819 2.626681 -11.196441 0.234 -0.121 1.148
C 3.961582 2.446488 -10.076374 -0.336 0.198 -0.511
C 5.152958 3.487900 -2.994605 1.111 0.493 -0.406
C 6.406569 3.265784 -2.454498 -0.620 0.294 -0.463
C 7.357409 3.975007 -3.258199 -1.006 0.162 -0.495
C 6.656067 4.595267 -4.278285 -0.137 -0.696 0.833
C 5.063979 7.287943 -4.869437 -0.772 0.604 -0.226
C 4.617447 8.597823 -5.024324 -0.339 -1.563 0.004
C 3.205370 8.534926 -5.271943 0.268 -0.951 0.044
C 2.838627 7.199417 -5.259152 0.882 0.329 0.248
H 5.533335 3.286131 -8.329144 -0.265 -0.166 0.394
H 5.943750 2.712861 -6.723059 -0.305 -0.022 0.056
H 5.846253 5.177708 -6.700927 -0.547 -0.109 0.155
H 4.257127 5.179440 -7.456768 0.081 -0.078 0.098
H 3.636167 -0.338285 -5.621646 0.040 -0.143 -0.096
H 5.354945 -2.380806 -6.283351 -0.033 -0.026 0.000
H 6.633314 -1.577006 -8.547252 0.041 -0.026 -0.020
H 5.693358 0.901213 -9.117780 -0.080 -0.270 0.115
H 1.027710 2.368905 -8.638929 0.217 -0.096 -0.333
H 0.924615 2.742887 -11.360204 0.130 -0.056 0.173
H 3.516260 2.762005 -12.212020 -0.063 -0.005 0.251
H 5.044284 2.490199 -10.003739 -0.483 -0.117 -0.171
H 4.173435 3.094930 -2.761603 0.241 0.201 0.045
H 6.616655 2.660125 -1.590504 0.084 -0.026 0.069
H 8.422010 4.019486 -3.111839 0.048 -0.028 -0.012
H 7.025713 5.143033 -5.136118 -0.077 -0.074 0.399
H 6.059409 6.908631 -4.706092 -0.179 0.191 0.125
H 5.229998 9.480805 -4.973134 0.026 0.018 0.024
H 2.549370 9.370719 -5.446000 -0.042 -0.017 -0.005
H 1.893012 6.708131 -5.440437 0.007 0.169 0.082
C -1.813318 -2.819818 4.217455 -0.154 0.337 0.172
C -1.023646 -3.043243 3.075823 0.122 0.114 -0.287
C -0.720604 -2.007229 2.194333 -0.038 0.128 -0.227
C -1.180270 -0.687834 2.429762 -0.106 -0.416 0.932
C -0.934598 0.430203 1.574928 1.229 -1.121 -1.339
C -1.283041 1.706132 1.952951 0.013 0.526 0.563
C -1.986761 1.921956 3.164576 -0.309 -0.321 -0.094
C -2.324073 0.854178 3.980863 0.100 0.290 -0.310
C -1.932004 -0.461821 3.654671 0.340 -0.206 -0.753
C -2.260171 -1.541172 4.511269 0.385 -0.175 -0.573
H -2.085586 -3.641167 4.879892 0.179 0.153 -0.239
H -0.650971 -4.049881 2.869177 -0.159 0.354 0.059
H -0.132609 -2.187591 1.277101 -0.271 -0.081 0.684
H -1.040044 2.583457 1.359883 0.145 0.028 -0.009
H -2.265704 2.925198 3.458564 -0.031 0.005 -0.167
H -2.891187 0.990903 4.904657 0.267 0.200 -0.257
H -2.867442 -1.333084 5.386830 0.066 -0.128 -0.079


Entry 4:
19
Properties=species:S:1:pos:R:3:forces:R:3 method="wB97M-V/def2-TZVPD" e_homo_ha=-0.3313 e_lumo_ev=0.678 total_energy_ev=-11957.857 multiplicity=1 relative_energy_kcal_mol=51.94 smiles="C[C@@H](N)CC(=O)O.O"
C 2.243038 1.317698 1.223772 -3.451 -5.643 2.060
C 0.825698 1.105157 0.550933 0.506 0.678 -0.418
C -0.355408 0.798884 1.540729 0.478 -0.161 1.263
C -1.630582 0.789362 0.721895 -1.548 -0.922 0.968
O -1.742430 2.060945 0.320714 -3.511 1.857 -2.196
O -2.470630 -0.089853 0.564747 1.751 1.643 0.126
N 0.828689 0.112792 -0.520234 0.882 -0.999 2.831
H 2.159104 1.308505 2.334537 0.149 0.852 -0.736
H 2.588253 0.269366 1.061155 0.820 0.747 0.192
H 2.884054 1.965263 0.797184 1.863 2.398 -1.347
H 0.661235 2.082460 0.075918 -0.771 -0.348 0.225
H -0.352697 1.660845 2.230155 -0.496 -0.011 -0.406
H -0.403727 -0.049163 2.307856 0.866 0.424 -1.730
H -2.669555 2.326939 -0.128576 2.944 -1.524 1.395
H 0.678730 0.332577 -1.461967 0.190 0.250 -1.053
H 1.360808 -0.723260 -0.224027 -0.671 0.753 -1.170
H -1.840160 -5.116154 -3.028646 0.486 -0.077 -0.739
H -0.978989 -5.266951 -4.393531 -0.974 0.310 1.037
O -1.785431 -4.885417 -3.972606 0.488 -0.228 -0.301


Entry 5:
11
Properties=species:S:1:pos:R:3:forces:R:3 method="wB97M-V/def2-TZVPD" e_homo_ha="-0.4308 / -0.3227" e_lumo_ev="-1.968 / -4.759" total_energy_ev=-23506.077 multiplicity=1 relative_energy_kcal_mol=0.00
C 0.651467 -0.561398 0.288274 3.081 -0.622 -0.228
C -3.383666 0.259860 -0.288261 0.951 0.801 -2.054
C 1.774433 0.464058 -0.195564 -0.305 0.196 -0.108
O -0.504956 -0.106089 0.194248 -2.132 0.356 0.130
O -3.549191 -0.770857 -0.747955 -0.333 -0.865 0.617
F 0.930962 -1.691828 -0.470642 -0.426 0.032 -0.020
F -3.292196 1.015290 0.697444 -0.129 0.050 1.462
F 1.687734 1.607155 0.479584 -0.085 0.129 0.253
F 2.991674 -0.031171 -0.022132 -0.008 -0.191 0.076
F 1.614682 0.741344 -1.486918 -0.091 -0.047 -0.254
F 1.079058 -0.926365 1.551920 -0.523 0.161 0.124


Entry 6:
17
Properties=species:S:1:pos:R:3:forces:R:3 method="wB97M-V/def2-TZVPD" e_homo_ha=-0.3067 e_lumo_ev=0.330 total_energy_ev=-8427.955 multiplicity=1 relative_energy_kcal_mol=75.77
C -1.455786 -1.628981 0.746557 -0.100 -0.095 0.018
C -0.447020 -0.489154 0.912401 -0.233 0.099 0.029
O 0.797021 -0.925556 0.363094 -0.028 -0.033 0.003
C 1.633470 0.183282 0.106153 0.167 0.167 -0.063
C 1.079875 0.962651 -1.077018 0.045 -0.044 0.007
C -0.410167 1.266950 -0.812033 -0.015 0.106 0.149
C -1.077639 0.743755 0.390164 0.286 -0.109 -0.198
H -1.666601 -1.790898 -0.315711 0.035 0.029 0.136
H -1.045150 -2.554330 1.157549 0.003 0.141 -0.036
H -2.388066 -1.376278 1.254157 0.124 -0.071 -0.054
H -0.302023 -0.303252 1.994576 -0.046 0.029 -0.103
H 2.640815 -0.197111 -0.082910 -0.149 0.019 -0.001
H 1.201664 0.358351 -1.981809 -0.020 0.091 0.092
H 1.638262 1.892774 -1.229251 -0.074 -0.110 0.067
H -0.689845 2.303457 -1.025463 0.020 -0.150 0.009
H -1.060082 0.673311 -1.498292 -0.020 0.013 0.039
H 1.679165 0.832883 0.998507 0.004 -0.081 -0.093


Entry 7:
8
Properties=species:S:1:pos:R:3:forces:R:3 method="wB97M-V/def2-TZVPD" e_homo_ha="-0.0616 / -0.1812" e_lumo_ev="2.595 / 2.810" total_energy_ev=-15162.642 charge=-1 multiplicity=2 s2=0.75 relative_energy_kcal_mol=0.00
O -0.096673 0.160409 -0.038354 0.124 0.037 0.492
Tl -1.030445 2.221982 0.244912 0.601 1.407 0.436
O -1.591287 -1.541767 -0.302147 0.416 1.250 -0.021
O -2.159333 0.607795 -0.605223 -1.826 0.136 -0.648
C -1.319143 -0.327399 -0.323891 0.767 -2.435 0.040
C 1.750600 -1.014444 -0.170239 2.163 -0.144 0.745
O 2.661980 -0.662435 0.480582 -2.064 -0.368 -1.000
Li 4.509274 -1.359858 1.037004 -0.181 0.116 -0.045